1.
C2H2Cl4 | the ωB97M-V functional and the def2-TZVPD basis

Positions of all 8 atoms, in Å:
C 0.56 0.71 -0.60
C 0.78 -0.47 -0.03
Cl 1.24 2.10 0.14
Cl -2.63 0.26 0.76
Cl 1.98 -0.77 1.15
Cl 0.12 -1.87 -0.74
H -2.05 -0.91 0.84
H 0.01 0.95 -1.51

**Expectation value of S²**: 2.007
**LUMO energy (alpha / beta)**: 0.61 / -2.70 eV
**Calculated total energy**: -1918.0156 Ha
**2S+1**: 3
**Charge**: 0
**E_HOMO (alpha / beta)**: -6.1 / -11.4 eV
**Gap between HOMO and LUMO (alpha / beta)**: 6.701 / 8.669 eV
**Energy above the lowest of the compared OMol25 structures with the same formula, charge and spin**: 2.78 kcal per mole


2.
C3H11NO4 | the ωB97M-V functional and the def2-TZVPD basis

Positions of all 19 atoms, in Å:
C -1.47 1.06 -3.15
C -0.18 0.65 -2.35
C -0.53 0.95 -0.92
O 0.61 0.96 -0.19
O -1.60 0.93 -0.37
N -2.71 1.12 -2.44
H -1.63 0.34 -3.96
H -1.27 1.96 -3.73
H 0.70 1.18 -2.69
H -0.10 -0.44 -2.34
H 0.31 1.08 0.75
H -2.74 1.89 -1.76
H -3.03 0.26 -2.00
H 3.01 -2.74 6.02
H 2.37 -1.57 5.26
O 2.92 -1.79 6.02
H 2.36 -2.82 2.24
H 1.98 -3.54 1.15
O 1.80 -2.63 1.45

**Expectation value of S²**: 0.756
**LUMO energy (alpha / beta)**: -3.53 / -8.28 eV
**Calculated total energy**: -476.2828 Ha
**2S+1**: 2
**Charge**: +1
**E_HOMO (alpha / beta)**: -13.3 / -13.3 eV
**Gap between HOMO and LUMO (alpha / beta)**: 9.818 / 5.066 eV
**Energy above the lowest of the compared OMol25 structures with the same formula, charge and spin**: 28.56 kcal per mole


3.
C10H2ClF5OPtS4 | the ωB97M-V functional and the def2-TZVPD basis

Positions of all 24 atoms, in Å:
Pt -0.49 0.23 0.95
O -6.07 -0.22 -3.21
C -5.14 -0.10 -2.42
S -4.51 1.42 -1.83
C -3.20 0.80 -0.83
C -3.07 -0.54 -0.82
S -1.88 -1.48 0.07
S -4.20 -1.46 -1.81
S -2.20 1.95 0.02
F 1.07 -1.81 -1.23
C 1.90 -0.88 -0.72
C 1.45 0.05 0.19
C 2.43 0.92 0.63
F 2.14 1.88 1.55
C 3.75 0.89 0.22
F 4.66 1.77 0.70
C 4.15 -0.06 -0.70
F 5.42 -0.11 -1.13
C 3.21 -0.95 -1.17
F 3.59 -1.88 -2.07
Cl -2.27 -0.13 3.76
C -0.58 -0.08 3.02
H -0.09 -0.99 3.34
H -0.09 0.77 3.49

**Expectation value of S²**: 2.009
**LUMO energy (alpha / beta)**: 4.84 / 4.80 eV
**Calculated total energy**: -3129.1084 Ha
**2S+1**: 3
**Charge**: -2
**E_HOMO (alpha / beta)**: -0.1 / -0.7 eV
**Gap between HOMO and LUMO (alpha / beta)**: 4.894 / 5.525 eV
**Energy above the lowest of the compared OMol25 structures with the same formula, charge and spin**: 0.00 kcal per mole


4.
CH4N2Si | the ωB97M-V functional and the def2-TZVPD basis

Positions of all 8 atoms, in Å:
C 0.72 -0.42 -0.19
N 1.63 -0.33 0.65
N -2.26 -0.65 0.33
Si -1.04 0.43 0.03
H 2.51 -0.64 0.48
H 0.75 -1.00 -1.07
H -1.28 1.27 -1.28
H -1.02 1.34 1.06

**LUMO energy (alpha / beta)**: -2.20 / -2.00 eV
**Calculated total energy**: -439.3054 Ha
**Charge**: 0
**E_HOMO (alpha / beta)**: -9.6 / -9.5 eV
**Gap between HOMO and LUMO (alpha / beta)**: 7.433 / 7.489 eV
**Energy above the lowest of the compared OMol25 structures with the same formula, charge and spin**: 120.76 kcal per mole


5.
C4H6N2O | the ωB97M-V functional and the def2-TZVPD basis

Positions of all 13 atoms, in Å:
C -1.94 -0.01 -0.03
C -0.45 0.03 -0.08
C 0.41 -0.11 -1.13
C 1.78 -0.06 -0.62
O 2.87 -0.11 -1.16
N 1.60 0.07 0.75
N 0.27 0.24 1.06
H -2.36 0.98 0.17
H -2.29 -0.69 0.75
H -2.33 -0.36 -0.99
H 0.15 -0.25 -2.16
H 2.34 0.12 1.43
H -0.05 0.14 2.01

**LUMO energy**: 0.68 eV
**Calculated total energy**: -340.7484 Ha
**Charge**: 0
**E_HOMO**: -8.2 eV
**Gap between HOMO and LUMO**: 8.893 eV
**Energy above the lowest of the compared OMol25 structures with the same formula, charge and spin**: 29.19 kcal per mole


6.
C30H37FeN2O2P2S2 | the ωB97M-V functional and the def2-TZVPD basis

Positions of all 76 atoms, in Å:
Fe -0.34 -0.14 0.70
C -4.19 1.06 3.37
C -2.78 1.36 2.94
C -1.71 0.69 3.52
C -0.39 0.97 3.16
C 0.75 0.35 3.93
C -0.16 1.94 2.17
C -1.22 2.62 1.57
C -0.95 3.70 0.56
C -2.52 2.32 1.97
H -4.50 0.11 2.92
H -4.87 1.84 3.03
H -4.26 0.97 4.45
H -1.90 -0.05 4.29
H 1.64 0.97 3.85
H 0.98 -0.65 3.55
H 0.49 0.25 4.98
H 0.86 2.26 1.97
H -0.77 3.26 -0.42
H -0.06 4.27 0.85
H -1.80 4.38 0.48
H -3.34 2.87 1.53
N 1.93 -1.26 -0.95
P 1.95 0.20 -0.04
C 3.62 0.32 0.67
C 3.85 0.10 2.03
C 5.14 0.06 2.53
C 6.23 0.22 1.69
C 6.02 0.43 0.33
C 4.73 0.48 -0.18
C 2.08 1.42 -1.38
C 2.44 2.73 -1.02
C 2.39 3.75 -1.95
C 1.96 3.50 -3.24
C 1.61 2.21 -3.61
C 1.66 1.18 -2.69
C 1.40 -2.40 -0.35
C 1.85 -3.66 -0.63
C 1.28 -4.78 0.01
C 0.27 -4.53 0.98
C -0.13 -3.25 1.21
N 0.38 -2.15 0.55
H 2.74 -1.44 -1.54
H 3.00 -0.05 2.68
H 5.29 -0.11 3.59
H 7.23 0.17 2.09
H 6.86 0.56 -0.33
H 4.58 0.66 -1.23
H 2.77 2.92 -0.01
H 2.69 4.75 -1.66
H 1.89 4.31 -3.96
H 1.29 2.01 -4.63
H 1.38 0.17 -2.98
H 2.66 -3.78 -1.35
H 1.61 -5.78 -0.20
H -0.18 -5.35 1.52
H -0.92 -3.04 1.92
C -3.49 -3.84 -2.32
C -2.15 -3.43 -1.73
O -1.89 -2.03 -1.93
P -2.56 -0.86 -1.05
S -1.27 0.66 -1.36
S -2.90 -1.38 0.81
O -3.97 -0.56 -1.74
C -4.08 -0.18 -3.13
C -4.26 1.32 -3.29
H -3.60 -4.92 -2.23
H -3.55 -3.57 -3.37
H -4.31 -3.36 -1.78
H -1.32 -3.93 -2.23
H -2.10 -3.65 -0.67
H -4.96 -0.70 -3.50
H -3.21 -0.53 -3.68
H -5.13 1.66 -2.73
H -4.40 1.56 -4.35
H -3.38 1.86 -2.94

**Expectation value of S²**: 8.782
**LUMO energy (alpha / beta)**: 0.59 / 0.03 eV
**Calculated total energy**: -4168.2638 Ha
**2S+1**: 6
**Charge**: 0
**E_HOMO (alpha / beta)**: -3.9 / -7.6 eV
**Gap between HOMO and LUMO (alpha / beta)**: 4.464 / 7.681 eV


7.
C3H14N2O3 | the ωB97M-V functional and the def2-TZVPD basis

Positions of all 22 atoms, in Å:
C -1.01 2.93 -1.41
C -0.52 1.70 -0.69
N -1.12 1.52 0.55
C 0.32 0.78 -1.17
N 0.53 -0.48 -0.47
H -0.30 3.71 -1.68
H -1.52 2.60 -2.32
H -1.78 3.47 -0.86
H -1.76 2.26 0.82
H -0.95 0.75 1.17
H 0.87 0.85 -2.10
H -0.36 -0.86 -0.21
H 1.09 -0.29 0.36
O -0.06 -3.33 -1.14
H 0.64 -3.90 -1.42
H 0.25 -2.44 -1.29
O 1.50 0.04 2.32
H 2.12 -0.66 2.54
H 1.69 0.70 2.96
O -0.18 -3.15 1.61
H -0.25 -3.01 0.66
H 0.79 -3.18 1.77

**LUMO energy**: 0.45 eV
**Calculated total energy**: -457.9057 Ha
**Charge**: 0
**E_HOMO**: -7.6 eV
**Gap between HOMO and LUMO**: 8.067 eV
**Energy above the lowest of the compared OMol25 structures with the same formula, charge and spin**: 20.98 kcal per mole


Question: What is the calculated total energy in the third record?
Answer: -3129.1084 Ha